Record 1
Formula: C2H2FOP
Source: OMol25
Level of theory: ωB97M-V/def2-TZVPD

The geometry in XYZ format:
```
7
Properties=species:S:1:pos:R:3:forces:R:3
H 0.90547 -1.28913 -0.02146 -0.227 1.004 0.255
P 1.21672 -0.10614 0.79461 1.159 -1.204 -0.053
C 0.00824 0.94006 0.46819 -4.462 -0.539 -1.736
C -0.22424 2.09996 1.30062 0.934 1.006 1.920
O -1.20395 2.74220 1.45597 0.078 -0.125 -0.482
F 0.86679 2.37890 2.14823 -0.647 -0.236 -0.903
H -1.06344 0.77333 -0.10088 3.165 0.094 1.000
```
Forces are in eV/Å.

Calculated values
* energy above the lowest of the compared OMol25 structures with the same formula, charge and spin: 0.641 eV
* E_LUMO: -1.3294 eV
* highest occupied orbital energy: -0.4007 Ha
* Kohn-Sham gap: 9.57 eV
* calculated total energy: -593.81541 Ha

natural (NBO) population analysis, charges in e, atoms 1 to 6: -0.05 0.64 -0.81 0.82 -0.50 -0.38

---

Record 2
Formula: C3H3ClS
Source: OMol25
Level of theory: ωB97M-V/def2-TZVPD

The geometry in XYZ format:
```
8
Properties=species:S:1:pos:R:3:forces:R:3
C 0.46415 -0.91183 -0.85996 -2.484 0.903 3.012
C -0.22758 -0.33428 0.19014 2.326 -3.988 -2.112
C -0.20408 0.95862 0.55838 -3.952 5.590 4.946
S -1.39779 1.60974 1.86706 3.367 -1.962 -3.479
Cl 0.72866 2.10849 -0.23615 0.487 0.195 -0.413
H 0.07746 -1.88394 -0.92656 0.564 -1.648 -0.828
H 1.19637 -0.50094 -1.47921 0.655 0.763 -1.027
H -0.63719 -1.04585 0.88630 -0.963 0.146 -0.098
```
Forces are in eV/Å.

Calculated values
* energy above the lowest of the compared OMol25 structures with the same formula, charge and spin: 1.450 eV
* E_LUMO: -1.8981 eV
* highest occupied orbital energy: -0.3235 Ha
* Kohn-Sham gap: 6.90 eV
* calculated total energy: -974.39038 Ha

natural (NBO) population analysis, charges in e, atoms 1 to 6: -0.23 -0.36 -0.07 -0.10 0.10 0.20

---

Record 3
Formula: C3H2
Source: OMol25
Level of theory: ωB97M-V/def2-TZVPD

The geometry in XYZ format:
```
5
Properties=species:S:1:pos:R:3:forces:R:3
C 0.46824 0.27474 -0.46452 5.926 3.578 -5.847
C 1.48528 0.90202 -1.49099 -5.591 -3.455 5.650
C -0.35401 -0.24505 0.39308 -2.391 -0.741 1.850
H -0.84497 -1.28845 0.23458 1.054 1.873 0.289
H -0.75454 0.35675 1.32785 1.001 -1.255 -1.941
```
Forces are in eV/Å.

Calculated values
* energy above the lowest of the compared OMol25 structures with the same formula, charge and spin: 1.801 eV
* E_LUMO: -1.5650 eV
* highest occupied orbital energy: -0.3388 Ha
* Kohn-Sham gap: 7.65 eV
* calculated total energy: -115.25375 Ha

From a natural (NBO) analysis of the wavefunction, the atomic charges in e read: -0.29 0.18 -0.37 0.24 0.24

---

Record 4
Formula: H2N2O3
Source: OMol25
Level of theory: ωB97M-V/def2-TZVPD

The geometry in XYZ format:
```
7
Properties=species:S:1:pos:R:3:forces:R:3
N -1.08817 0.49836 1.02895 0.808 0.200 -1.576
N 1.07823 -0.60609 -0.93690 0.495 0.381 -0.878
O -0.17956 -0.29470 0.45119 -1.975 0.467 2.261
O 1.43068 -1.59157 -0.41944 0.658 -0.753 -0.223
O 1.36138 -0.04333 -1.94434 -0.117 0.122 0.037
H -1.90553 0.66641 0.43518 0.128 -0.201 0.284
H -0.69703 1.37092 1.38536 0.003 -0.216 0.094
```
Forces are in eV/Å.

Calculated values
* energy above the lowest of the compared OMol25 structures with the same formula, charge and spin: 1.909 eV
* E_LUMO (alpha / beta): -0.4472 / -0.5443 eV
* highest occupied orbital energy (alpha / beta): -0.3452 / -0.3625 Ha
* Kohn-Sham gap (alpha / beta): 8.95 / 9.32 eV
* calculated total energy: -336.19490 Ha

natural (NBO) population analysis, charges in e, atoms 1 to 6: -0.38 0.62 -0.36 -0.26 -0.30 0.34

---

Record 5
Formula: C4H4N2
Source: OMol25
Level of theory: ωB97M-V/def2-TZVPD

The geometry in XYZ format:
```
10
Properties=species:S:1:pos:R:3:forces:R:3
N -0.23048 -2.28320 1.79120 0.320 0.923 -0.336
C 0.12070 -1.25884 1.38135 -0.284 -0.722 0.260
C 0.55136 0.01757 0.80592 0.229 -0.121 0.046
C -0.44655 1.13951 0.58488 -0.041 -0.080 -0.320
C -0.07856 0.49200 -0.46931 -0.065 0.192 0.249
N -0.10107 0.24818 -1.81624 0.059 -0.080 -0.015
H 1.61061 0.21735 0.98085 -0.198 0.074 0.082
H -1.04549 1.89572 1.06650 0.092 -0.231 0.045
H -0.98827 -0.07356 -2.17553 -0.023 0.196 -0.042
H 0.66089 -0.33131 -2.13230 -0.089 -0.151 0.032
```
Forces are in eV/Å.

Calculated values
* energy above the lowest of the compared OMol25 structures with the same formula, charge and spin: 2.444 eV
* E_LUMO: 0.7352 eV
* highest occupied orbital energy: -0.3498 Ha
* Kohn-Sham gap: 10.25 eV
* calculated total energy: -264.23660 Ha

natural (NBO) population analysis, charges in e, atoms 1 to 6: -0.34 0.27 -0.37 -0.22 0.23 -0.81

---

Record 6
Formula: C4H6O2
Source: OMol25
Level of theory: ωB97M-V/def2-TZVPD

The geometry in XYZ format:
```
12
Properties=species:S:1:pos:R:3:forces:R:3
O 0.84920 1.00824 -1.48207 -0.142 -0.157 -0.183
C 0.72079 0.59153 -0.16248 -0.087 0.252 0.465
C -0.70642 0.71511 0.54624 0.338 0.139 -0.381
C -0.73287 -0.79635 0.55456 -0.370 -0.470 -0.316
O -0.46475 -1.29289 -0.81723 -0.699 0.441 0.443
C 0.61092 -0.93186 0.01423 0.641 0.085 0.235
H 0.27981 0.39705 -1.97584 0.059 0.204 -0.141
H 1.51141 1.06766 0.42213 -0.126 -0.074 -0.041
H -0.56474 1.17798 1.53084 -0.158 -0.359 -0.099
H -1.54438 1.20778 0.04438 0.320 0.009 -0.169
H -1.33786 -1.47465 1.13208 0.122 -0.078 0.202
H 1.37888 -1.66960 0.19319 0.100 0.008 -0.014
```
Forces are in eV/Å.

Calculated values
* energy above the lowest of the compared OMol25 structures with the same formula, charge and spin: 2.606 eV
* E_LUMO: 1.0659 eV
* highest occupied orbital energy: -0.3631 Ha
* Kohn-Sham gap: 10.95 eV
* calculated total energy: -306.41054 Ha

natural (NBO) population analysis, charges in e, atoms 1 to 6: -0.70 0.10 -0.46 0.04 -0.51 0.01

---

Record 7
Formula: H3N2O4
Source: OMol25
Level of theory: ωB97M-V/def2-TZVPD

The geometry in XYZ format:
```
9
Properties=species:S:1:pos:R:3:forces:R:3
N -0.35022 0.77729 0.12201 -0.615 0.225 -0.260
N 1.88124 -0.10782 -0.18039 -0.934 -0.390 -0.951
O 2.56057 -1.14573 -0.23291 0.001 1.444 0.646
O -2.63374 -0.76358 -0.28256 2.463 -0.662 -0.893
O 0.32130 -0.37677 0.05220 0.169 1.142 0.700
O 2.11275 1.05465 0.11150 1.399 -0.889 0.033
H -2.38276 -0.09673 0.36330 -0.175 0.444 0.231
H 0.14828 1.52705 0.65502 0.264 -1.349 0.001
H -1.65742 -0.86836 -0.60818 -2.570 0.035 0.492
```
Forces are in eV/Å.

Calculated values
* energy above the lowest of the compared OMol25 structures with the same formula, charge and spin: 1.616 eV
* E_LUMO (alpha / beta): 4.5137 / 4.5568 eV
* net charge: -1
* highest occupied orbital energy (alpha / beta): -0.1264 / -0.0903 Ha
* Kohn-Sham gap (alpha / beta): 7.95 / 7.01 eV
* calculated total energy: -412.08703 Ha

natural (NBO) population analysis, charges in e, atoms 1 to 6: -0.56 0.57 -0.49 -0.99 -0.32 -0.47

---

Record 8
Formula: C3H2O2S
Source: OMol25
Level of theory: ωB97M-V/def2-TZVPD

The geometry in XYZ format:
```
8
Properties=species:S:1:pos:R:3:forces:R:3
C 0.99375 -0.14826 0.05057 -0.543 -0.683 2.220
C 0.73920 1.10212 0.26363 1.396 -2.523 -0.016
O 0.62782 2.18865 0.53063 -1.065 3.661 0.511
H 1.62240 -0.45649 -0.67815 1.575 -0.539 -2.614
H 0.95586 -0.85287 0.87392 -0.481 0.308 0.075
O -1.29957 -0.68918 -1.58123 -0.341 0.196 1.054
C -1.57039 -0.59278 -0.45300 0.153 -0.569 -2.911
S -2.06907 -0.55120 0.99362 -0.694 0.148 1.681
```
Forces are in eV/Å.

Calculated values
* energy above the lowest of the compared OMol25 structures with the same formula, charge and spin: 0.551 eV
* E_LUMO: 0.6177 eV
* highest occupied orbital energy: -0.3424 Ha
* Kohn-Sham gap: 9.94 eV
* calculated total energy: -664.14574 Ha

natural (NBO) population analysis, charges in e, atoms 1 to 6: -0.83 0.75 -0.43 0.26 0.27 -0.46

---

- The highest calculated total energy belongs to which entry?
  C3H2